Entry from OMol25: 2 unconnected molecules or ions with the total composition C5H7NO in a non-equilibrium geometry (ωB97M-V/def2-TZVPD).

Geometry (Å):
O (0.9417, 0.3887, -2.1460)
N (-0.4608, -2.8162, -0.0959)
C (0.2479, 0.6311, 0.1621)
C (0.0178, -2.4253, -1.0355)
C (-0.3707, -0.0098, 1.3467)
C (-0.8601, 1.3065, 0.9803)
C (-0.0328, 0.2378, -1.3175)
H (0.3009, -0.2255, 2.2710)
H (0.3050, -1.7415, -1.8748)
H (1.2390, 1.1666, 0.2952)
H (-0.3857, 2.1892, 1.5022)
H (-0.9259, -0.8719, 1.1280)
H (1.8489, 0.7154, -1.8584)
H (-1.8650, 1.4548, 0.6427)

Its total energy is -324.5330 hartree. As for the HOMO-LUMO gap: 9.11 eV.